Record 1
{
  "formula": "C4H6ClNOS",
  "method": "ωB97M-V with the def2-TZVPD basis set",
  "total_energy_ha": -1144.19887,
  "max_force_ev_per_a": 3.7,
  "homo_energy_ev": -8.5,
  "smiles": "C=[S@@](C)(=O)N=C=CCl",
  "de_lowest_ev": 5.702,
  "charge": 0,
  "symbols": ["C", "C", "C", "C", "N", "O", "S", "Cl", "H", "H", "H", "H", "H", "H"],
  "coordinates": [[1.22, -1.33, 0.27], [-1.32, 0.87, 1.26], [-0.48, 0.49, -1.46], [2.29, -0.84, -0.36], [0.09, -1.48, 0.66], [-2.34, -1.06, -0.21], [-1.15, -0.28, -0.15], [2.89, 0.66, 0.31], [-0.72, 1.66, 1.04], [-1.00, 0.63, 2.22], [-2.48, 1.09, 1.22], [0.55, 0.87, -1.31], [-0.55, 0.04, -2.44], [2.99, -1.33, -1.06]]
}


Record 2
{
  "formula": "C24H33As2N6O8Pt",
  "method": "ωB97M-V with the def2-TZVPD basis set",
  "total_energy_ha": -6455.31695,
  "max_force_ev_per_a": 2.8,
  "homo_energy_ev": -10.0,
  "charge": 1,
  "symbols": ["Pt", "C", "C", "N", "C", "C", "N", "C", "C", "N", "H", "H", "H", "H", "H", "H", "H", "H", "H", "H", "H", "H", "H", "H", "H", "C", "O", "C", "O", "C", "C", "As", "C", "C", "C", "As", "C", "C", "O", "O", "C", "C", "O", "O", "C", "C", "O", "O", "C", "H", "H", "H", "H", "H", "H", "H", "H", "H", "H", "H", "H", "H", "H", "H", "H", "H", "H", "N", "C", "C", "C", "N", "C", "N"],
  "coordinates": [[-1.62, -0.86, -0.03], [-0.13, -3.37, 0.09], [-1.38, -3.87, 0.84], [-2.29, -2.79, 1.23], [-2.38, -2.50, 2.67], [-2.21, -1.00, 2.96], [-1.09, -0.40, 2.25], [0.25, -0.75, 2.68], [0.77, -2.05, 2.01], [0.39, -2.10, 0.60], [0.63, -4.16, 0.13], [-0.40, -3.19, -0.96], [-1.89, -4.56, 0.17], [-1.07, -4.44, 1.72], [-3.22, -2.98, 0.87], [-3.35, -2.79, 3.06], [-1.62, -3.07, 3.21], [-3.11, -0.47, 2.64], [-2.11, -0.87, 4.04], [-1.19, 0.61, 2.31], [0.90, 0.09, 2.41], [0.30, -0.88, 3.77], [1.86, -2.08, 2.13], [0.36, -2.91, 2.52], [1.17, -1.82, 0.02], [1.53, -3.42, -3.42], [1.84, -2.26, -2.65], [1.08, -1.19, -2.83], [0.06, -1.17, -3.49], [1.42, -0.01, -2.00], [2.62, 0.48, -1.70], [3.11, 2.00, -0.54], [3.75, 0.99, 1.03], [1.37, 2.43, 0.23], [0.16, 2.07, -0.22], [-0.32, 0.66, -1.44], [-1.06, 1.70, -2.92], [-1.07, 2.58, 0.43], [-2.08, 1.92, 0.53], [-0.93, 3.83, 0.85], [-2.03, 4.45, 1.51], [1.44, 3.12, 1.56], [1.16, 2.47, 2.54], [1.86, 4.36, 1.67], [2.10, 5.14, 0.51], [3.93, 0.02, -2.24], [4.95, 0.44, -1.73], [3.90, -0.80, -3.27], [5.17, -1.25, -3.73], [2.40, -3.66, -4.04], [0.66, -3.23, -4.05], [1.33, -4.25, -2.74], [3.13, 0.12, 1.22], [3.70, 1.66, 1.90], [4.78, 0.69, 0.87], [-0.30, 2.36, -3.34], [-1.89, 2.29, -2.51], [-1.44, 1.02, -3.68], [-1.60, 5.11, 2.26], [-2.67, 3.70, 1.98], [-2.61, 5.03, 0.79], [2.21, 6.17, 0.86], [1.25, 5.09, -0.18], [3.01, 4.82, 0.00], [5.01, -1.75, -4.68], [5.61, -1.94, -3.00], [5.85, -0.40, -3.86], [-3.53, -0.74, -0.74], [-4.55, -0.27, -0.41], [-5.73, 0.27, 0.00], [-6.91, -0.50, -0.06], [-7.85, -1.15, -0.14], [-5.72, 1.57, 0.51], [-5.64, 2.62, 0.99]]
}


So what do the calculations give for orbital gap? Going down the list: 8.6 5.7 eV.